(1)
Formula: C39H72O29
Source: the Open Molecules 2025 dataset
Level of theory: ωB97M-V/def2-TZVPD

Output
Charge: 0
Kohn-Sham gap: 10.263 eV
E: -100988.700 eV
Spin multiplicity: 1

Each line ends with the Mulliken charge.
Element x y z (Å)
O: -0.16 -3.45 1.41  -0.12
H: 3.01 3.15 -1.84  -0.58
H: 3.84 0.49 6.02  0.36
H: -2.15 1.94 -2.24  -0.55
C: 1.85 -1.51 -3.71  -0.20
H: -6.11 3.27 0.99  0.31
H: 3.21 -0.39 3.59  0.80
H: -2.39 2.57 1.53  0.07
H: 4.75 4.73 -1.45  0.27
C: -3.65 -3.41 0.85  -0.41
C: 2.20 1.22 4.73  0.77
O: 1.11 0.52 5.20  -0.46
O: -1.59 4.63 -3.74  -0.43
C: 3.24 1.36 5.80  -1.95
H: -0.63 -0.16 -2.26  0.36
O: -0.78 1.02 3.02  1.14
O: 1.60 4.93 0.44  -0.34
O: 1.80 3.47 2.14  -0.29
H: 1.70 1.50 0.32  0.06
O: 5.23 4.42 -3.46  -0.36
H: 4.02 5.86 -2.56  0.30
H: -0.69 -3.55 -6.97  0.50
O: -4.95 -3.14 1.44  -0.40
H: -0.95 -3.96 -1.05  0.11
O: 1.14 -2.17 -3.02  -0.23
C: -1.56 -2.97 5.11  0.29
H: -3.08 0.09 4.28  0.09
O: 5.15 2.78 -5.01  -0.58
O: 3.53 3.84 0.68  -0.54
H: 0.21 -2.54 1.24  -0.27
C: -4.82 1.04 -0.67  0.46
H: -1.60 2.71 3.96  0.24
O: -0.92 3.60 -1.91  0.09
O: 1.79 -2.25 5.37  -0.63
O: 2.24 -0.25 -3.40  0.24
C: 4.80 0.14 -1.50  0.23
C: 4.30 4.81 -2.42  -0.29
H: -0.63 1.92 -3.09  -0.29
O: -0.43 -2.19 5.64  -0.34
C: 0.71 -2.70 5.18  0.84
H: -3.76 2.42 2.68  0.58
H: 0.57 -4.88 -1.56  0.46
H: 3.49 -1.04 -6.28  0.36
H: 2.45 -5.31 0.14  0.38
H: -2.09 -2.30 4.48  -0.28
H: -3.09 -1.50 -0.04  -0.25
H: 2.22 0.77 -5.20  0.33
C: -1.90 1.75 3.52  0.51
H: 3.74 -2.46 -0.97  0.15
H: -0.14 -5.32 1.01  0.39
H: -1.93 -2.29 1.05  -1.05
H: 3.57 1.31 2.97  0.49
O: 2.44 -1.98 -4.81  -0.36
C: 4.60 3.46 -4.19  0.54
C: -2.59 0.98 4.64  -1.62
O: 3.86 0.33 -0.51  0.10
C: 2.87 0.61 3.44  -1.47
H: -1.88 0.71 5.47  0.34
C: -0.52 -3.18 -5.96  -1.39
H: -2.15 2.97 -4.81  0.42
C: -6.20 2.41 0.32  -0.51
H: -0.22 -0.09 1.58  -0.75
O: -5.62 -1.46 2.88  -0.68
H: -1.01 -1.48 -1.19  -0.51
C: -4.81 -1.97 2.10  0.29
C: -2.98 -2.09 0.85  1.54
C: 0.45 -0.09 -0.35  1.85
H: -2.86 -4.77 -6.09  0.36
C: 0.10 -4.17 -0.84  -0.47
H: -6.97 2.47 -0.46  0.34
H: 2.11 4.38 -2.62  -0.16
H: -3.54 -4.04 -4.58  0.30
O: 5.11 0.93 -2.31  -0.49
H: 4.41 -1.29 -4.75  0.32
C: 3.95 -0.85 0.37  0.41
C: -6.35 1.08 1.01  -0.25
O: 5.25 -1.10 -1.58  -0.38
H: 2.34 -3.54 0.58  -0.15
O: -0.33 5.76 -2.24  -0.56
H: -0.10 5.69 1.26  0.55
H: 2.94 -1.13 0.68  -0.55
C: 0.42 -4.48 0.63  0.16
O: -5.53 0.28 0.18  -0.21
H: 5.23 -2.60 -0.12  0.44
C: 0.78 1.40 -0.28  0.28
H: -2.38 -2.04 -5.92  0.38
H: 0.22 -2.37 -5.99  0.16
H: 4.48 -0.54 1.25  0.46
C: 0.29 4.74 0.97  0.02
C: 1.97 -4.56 0.81  -0.91
H: 3.70 1.01 -4.28  -0.52
C: 2.97 0.23 -4.57  0.42
C: -0.87 4.76 -2.61  0.38
H: -3.26 3.48 -3.53  0.21
H: -0.35 4.23 0.27  -0.40
O: -3.61 -1.38 1.93  0.31
H: -2.11 -3.31 6.00  0.32
O: -4.94 2.34 -0.42  -0.22
H: 1.84 2.20 4.43  0.08
C: 0.43 3.92 2.21  -0.01
H: -3.19 1.01 1.91  -0.39
C: -1.88 -2.82 -5.34  0.40
H: -0.10 1.86 0.19  -0.56
H: 1.36 -0.58 -0.81  -0.83
C: -1.45 2.57 -2.76  1.16
H: -1.60 0.15 -0.72  -0.55
H: 0.54 -3.16 -0.97  -0.34
H: -3.38 1.62 5.03  0.53
C: -2.85 1.96 2.31  -0.42
O: 0.54 -3.87 4.52  -0.37
O: -3.97 0.60 -1.46  -0.49
H: -0.33 3.16 2.13  -0.51
H: 0.92 1.76 -1.29  0.13
C: -2.21 3.36 -3.83  -0.39
H: 2.77 1.72 6.70  0.44
O: 0.28 -0.63 0.97  1.42
H: 1.43 -0.38 5.43  0.10
H: -0.73 -2.64 -3.74  0.08
H: -3.08 -4.07 1.50  0.26
O: -1.57 -2.28 -4.05  -0.13
H: -7.37 0.69 1.01  0.43
H: -3.83 -3.84 -0.14  0.39
C: -2.64 -4.16 -5.18  -1.16
C: -0.86 -4.19 4.45  -0.08
H: -1.13 -4.38 3.42  -0.06
O: 3.32 3.31 -3.88  -0.22
H: 3.97 2.07 5.46  0.50
C: 3.45 -1.04 -5.22  -0.59
H: -0.96 -5.06 5.07  0.37
H: -1.95 -4.80 -4.56  0.21
H: 2.29 -4.66 1.86  0.35
H: -0.25 0.59 3.71  -0.71
H: -6.04 1.10 2.06  0.15
H: 0.26 4.62 3.01  0.67
C: 3.08 3.90 -2.59  1.01
C: 2.40 4.01 1.02  0.60
C: 4.56 -1.90 -0.56  -0.34
C: -0.78 -0.40 -1.20  -0.18
H: 2.05 0.43 2.69  0.06
H: -0.07 -4.04 -5.46  0.34

(2)
Formula: C3H3OP
Source: the Open Molecules 2025 dataset
Level of theory: ωB97M-V/def2-TZVPD

Output
Charge: 0
Energy above the lowest of the compared OMol25 structures with the same formula, charge and spin: 72.9 kcal per mole
Kohn-Sham gap (alpha / beta): 8.546 / 8.545 eV
E: -14491.859 eV
Structure (SMILES): O=C1CC=P1
Spin multiplicity: 1

Each line ends with the Mulliken charge.
Element x y z (Å)
H: 1.37 -1.83 -0.16  0.30
C: -0.99 0.44 0.08  0.33
H: 0.89 1.00 0.95  0.25
O: -1.93 1.54 -0.01  -0.53
C: 0.57 0.42 0.03  -0.39
H: 0.78 0.95 -0.93  0.22
C: 0.50 -1.09 0.01  -0.12
P: -1.18 -1.42 0.02  -0.06

Question: Look up the charge of the first one.
Answer: 0

What did the second record say?
Formula: C3H3OP
Source: the Open Molecules 2025 dataset
Level of theory: ωB97M-V/def2-TZVPD

Output
Charge: 0
Energy above the lowest of the compared OMol25 structures with the same formula, charge and spin: 72.9 kcal per mole
Kohn-Sham gap (alpha / beta): 8.546 / 8.545 eV
E: -14491.859 eV
Structure (SMILES): O=C1CC=P1
Spin multiplicity: 1

Each line ends with the Mulliken charge.
Element x y z (Å)
H: 1.37 -1.83 -0.16  0.30
C: -0.99 0.44 0.08  0.33
H: 0.89 1.00 0.95  0.25
O: -1.93 1.54 -0.01  -0.53
C: 0.57 0.42 0.03  -0.39
H: 0.78 0.95 -0.93  0.22
C: 0.50 -1.09 0.01  -0.12
P: -1.18 -1.42 0.02  -0.06

Question: What is the spin multiplicity in the first record?
Answer: 1